Here is C28H36N7OTc as an isolated structure at a distorted geometry from the OMol25 dataset. Energies are from the ωB97M-V functional and the def2-TZVPD basis.

The net charge is +3. The spin multiplicity is 4. The HOMO-LUMO gap (spin up / spin down) is 7.5 / 5.0 eV. Its max |F| is 0.0256 Eh/bohr. The value obtained for the HOMO energy (spin up / spin down) is -17.0 / -17.0 eV. The LUMO energy (spin up / spin down) is -9.493 / -11.967 eV. The value obtained for the energy above the lowest of the compared OMol25 structures with the same formula, charge and spin is 0.000 eV.

Last column: Löwdin spin population.
Positions of all 73 atoms, in Å:
Tc 0.542 0.328 -0.417  1.691
C 2.934 0.042 -1.751  0.006
C 2.458 -1.333 -1.256  0.008
C 1.653 -2.128 -2.263  0.060
C 2.189 -3.270 -2.800  0.025
C 1.477 -4.008 -3.758  0.147
C 0.210 -3.608 -4.147  -0.004
C -0.379 -2.456 -3.643  0.101
C -1.813 -2.182 -4.012  0.011
C -2.002 -1.930 -5.520  0.009
C 0.388 -1.670 -2.731  0.110
N -0.033 -0.443 -2.254  0.185
C -0.704 0.422 -3.017  -0.056
C -1.072 1.618 -2.419  0.147
C -1.807 2.749 -2.865  0.056
C -1.863 3.613 -1.802  0.086
C -1.142 3.010 -0.736  0.174
N -0.670 1.815 -1.086  0.009
H 3.749 0.415 -1.133  0.000
H 2.152 0.832 -1.790  0.003
H 3.297 -0.041 -2.775  0.001
H 1.889 -1.266 -0.290  0.003
H 3.338 -1.918 -0.990  0.001
H 3.176 -3.599 -2.499  0.000
H 1.910 -4.910 -4.169  0.006
H -0.355 -4.222 -4.836  -0.002
H -2.229 -1.354 -3.440  -0.001
H -2.400 -3.063 -3.740  0.004
H -1.253 -1.243 -5.916  0.000
H -2.992 -1.515 -5.702  0.001
H -1.935 -2.855 -6.090  0.000
H -0.906 0.229 -4.065  -0.004
H -2.238 2.887 -3.845  0.000
H -2.347 4.576 -1.776  0.002
H -0.993 3.432 0.248  0.007
C -2.777 0.879 4.132  0.001
C -1.541 1.610 3.648  0.001
N -1.134 1.062 2.350  0.016
C -1.427 -0.165 1.899  0.017
N -0.962 -0.526 0.667  0.095
C -1.532 -1.742 0.032  0.015
C -2.801 -2.215 0.713  0.003
C -2.523 -2.318 2.196  0.001
N -2.130 -0.990 2.671  0.021
C -2.506 -0.611 4.041  0.002
H -3.638 1.137 3.513  0.000
H -3.009 1.154 5.159  0.000
H -0.726 1.489 4.365  0.001
H -1.737 2.674 3.530  0.000
H -0.695 1.684 1.698  0.001
H -0.786 -2.543 0.042  0.003
H -1.768 -1.512 -1.004  0.001
H -3.112 -3.172 0.299  0.000
H -3.603 -1.494 0.542  0.000
H -1.734 -3.046 2.403  0.000
H -3.414 -2.621 2.742  0.000
H -1.703 -0.897 4.727  0.001
H -3.391 -1.178 4.315  0.000
N 4.383 3.004 5.166  0.000
C 4.200 3.429 3.906  0.001
O 4.720 4.408 3.422  0.002
C 3.257 2.632 3.015  0.009
C 2.754 3.311 1.909  -0.002
C 1.923 2.654 1.030  0.008
N 1.572 1.361 1.185  0.006
C 2.074 0.703 2.244  0.008
C 2.908 1.294 3.174  0.000
H 5.001 3.546 5.751  0.000
H 3.977 2.175 5.558  0.000
H 3.042 4.340 1.741  0.000
H 1.527 3.175 0.166  0.001
H 1.784 -0.336 2.351  0.000
H 3.297 0.694 3.986  0.000